5 unconnected molecules or ions with the total composition C30H62O15S in a non-equilibrium geometry. Source: the OMol25 dataset; level of theory: ωB97M-V/def2-TZVPD.

Geometry as XYZ:
```
108
Properties=species:S:1:pos:R:3:forces:R:3:lowdin_charge:R:1
C 2.301935 -3.053676 1.228646 -0.384 -0.239 0.276 -0.1394
C 2.314351 -1.411012 1.298056 0.540 -0.161 -1.379 -0.2494
C 3.864293 -0.864645 1.287224 0.246 1.108 -0.049 -0.2243
C 4.375383 -0.308754 2.776475 -0.730 -0.728 -0.813 -0.2041
C 4.225430 1.315292 2.740347 -0.702 -0.088 0.961 -0.2185
C 5.469767 2.149169 2.102567 0.112 0.576 0.471 -0.2089
C 6.690061 1.272368 1.468199 0.701 1.873 -0.581 -0.2071
C 7.347518 2.213625 0.250162 -0.159 -1.415 -0.387 -0.2044
C 6.502345 1.887919 -1.154022 -0.211 0.051 -0.064 -0.2022
C 5.340592 3.035100 -1.469126 0.115 -1.257 -0.365 -0.1987
C 3.798488 2.461210 -1.222448 -0.485 0.546 0.037 -0.2060
C 2.642576 3.529964 -1.781298 -0.035 -0.575 0.624 -0.2007
C 1.557653 3.964096 -0.615250 -0.893 0.033 -0.447 -0.1637
C 0.720042 2.687296 0.015411 1.900 -0.183 0.564 -0.2427
O -0.745901 2.889707 -0.134810 1.141 -2.993 -0.043 -0.3926
S -1.589294 1.433098 0.154443 0.915 -1.409 3.041 1.0100
O -1.017582 0.710300 1.430675 -1.317 2.385 -4.736 -0.4807
O -1.330252 0.348966 -1.163703 1.543 0.020 2.219 -0.3404
H 1.570196 -3.499950 2.037615 1.493 0.817 -1.642 0.0658
H 1.922527 -3.414211 0.164005 0.900 0.721 2.277 0.0781
H 3.380035 -3.501252 1.426679 -2.315 0.965 -0.404 0.0813
H 1.681925 -0.949356 2.171554 1.367 -1.011 -1.610 0.1117
H 1.827243 -1.035710 0.279182 0.862 -0.668 2.203 0.0909
H 3.910607 0.084924 0.564641 -0.044 -2.061 1.481 0.0812
H 4.639272 -1.636977 0.834067 -1.837 1.326 0.987 0.1120
H 3.672835 -0.798583 3.608378 1.494 1.233 -1.771 0.1179
H 5.452000 -0.719679 2.972753 -1.907 1.137 -0.265 0.1024
H 4.048104 1.680669 3.850340 0.377 -0.619 -2.243 0.1097
H 3.215948 1.559465 2.159426 2.103 -0.548 1.187 0.0997
H 5.936265 2.800874 2.986737 -0.924 -1.392 -1.975 0.1213
H 5.087024 2.954711 1.311549 0.738 -1.937 1.648 0.0944
H 6.388134 0.270635 0.947243 0.526 1.828 1.395 0.0938
H 7.514472 1.162046 2.302778 -1.728 -0.261 -1.702 0.1139
H 8.471307 1.864352 0.089255 -2.335 0.940 0.346 0.1064
H 7.302586 3.370214 0.507713 0.171 -2.490 -0.511 0.1103
H 5.913678 0.861298 -1.095691 1.417 1.950 0.151 0.0979
H 7.264508 1.753265 -2.061630 -1.717 0.590 1.943 0.1120
H 5.600376 3.956208 -0.784478 -0.857 -1.586 -1.646 0.1075
H 5.414549 3.256018 -2.621823 -0.189 0.048 2.341 0.1105
H 3.547144 2.294138 -0.090735 0.799 0.240 -1.993 0.0723
H 3.616215 1.417136 -1.758307 0.708 2.194 1.043 0.1185
H 2.037812 2.954281 -2.608344 1.139 1.426 1.403 0.1022
H 3.163571 4.495618 -2.210468 -1.156 -1.979 0.743 0.1174
H 0.747297 4.662240 -1.142333 1.755 -1.393 1.276 0.1255
H 2.034890 4.549261 0.286543 -0.768 -1.118 -1.958 0.1207
H 0.931932 2.580047 1.165641 -0.400 0.253 -2.259 0.1224
H 1.076458 1.660116 -0.475368 -0.952 2.222 0.806 0.1258
H -0.812311 -0.444920 -0.784685 -0.816 1.699 -0.642 0.0929
C 6.317924 -5.902214 6.388313 -0.228 -0.186 0.040 -0.0696
C 5.995424 -4.485053 5.942939 0.517 -0.177 0.481 -0.2183
O 4.812264 -4.454234 5.136126 -1.021 0.126 0.265 0.0192
C 3.640876 -4.586603 5.802852 -0.016 -0.251 0.569 -0.5489
O 3.507299 -4.718447 7.011050 0.192 0.282 -1.799 0.1061
O 2.633531 -4.574802 4.892450 0.942 0.110 0.589 -0.0190
C 1.345914 -4.817249 5.453687 -0.554 -0.056 0.160 -0.0521
H 6.385869 -6.569585 5.523907 0.128 0.150 0.033 0.0819
H 7.264184 -5.928861 6.934532 -0.061 0.040 -0.090 0.0798
H 5.536441 -6.303963 7.037811 0.095 0.167 0.007 0.0735
H 6.812662 -4.108853 5.320223 -0.372 0.016 -0.141 0.1221
H 5.898348 -3.803183 6.796729 -0.178 -0.199 -0.152 0.1258
H 1.130344 -4.121914 6.271309 0.147 -0.230 -0.075 0.0984
H 1.279891 -5.853760 5.798968 0.020 0.223 0.104 0.1000
H 0.599616 -4.666035 4.668372 0.383 0.017 -0.024 0.0902
C 2.236528 3.990205 -5.752519 0.180 0.188 -0.128 -0.0675
C 2.459056 2.501691 -5.965866 -0.236 0.319 0.610 -0.2175
O 3.059419 2.247151 -7.241225 1.052 -0.056 -0.267 0.0253
C 4.380330 2.530161 -7.337628 0.227 0.373 0.363 -0.5479
O 5.093346 2.966981 -6.445572 -1.017 -0.722 -1.271 0.1007
O 4.775847 2.269804 -8.610221 -0.476 0.076 1.027 -0.0079
C 6.128423 2.630323 -8.879089 0.544 0.088 -0.180 -0.0536
H 1.655983 4.413181 -6.577902 -0.072 -0.139 0.126 0.0830
H 1.705667 4.170186 -4.814294 0.011 -0.057 -0.098 0.0649
H 3.183392 4.534583 -5.719839 -0.048 -0.152 0.097 0.0751
H 1.492237 1.989407 -5.963618 0.245 -0.056 -0.305 0.1247
H 3.060789 2.061556 -5.161176 0.065 0.144 -0.241 0.1186
H 6.814302 2.166172 -8.163129 -0.192 0.207 -0.033 0.0967
H 6.232720 3.719756 -8.865197 0.064 -0.188 0.148 0.0994
H 6.382548 2.271230 -9.880598 -0.344 -0.013 0.192 0.0944
C -3.582076 -2.768148 0.400401 -0.246 -0.182 0.058 -0.0583
C -3.904576 -1.350987 -0.044973 0.529 -0.208 0.427 -0.2251
O -5.087736 -1.320168 -0.851786 -1.019 0.114 0.283 0.0294
C -6.259124 -1.452537 -0.185060 -0.049 -0.254 0.514 -0.5474
O -6.392701 -1.584381 1.023138 0.201 0.277 -1.768 0.1057
O -7.266469 -1.440736 -1.095462 1.005 0.100 0.616 -0.0093
C -8.554086 -1.683183 -0.534225 -0.615 -0.047 0.148 -0.0507
H -3.514131 -3.435519 -0.464005 0.120 0.144 0.019 0.0832
H -2.635816 -2.794795 0.946620 -0.046 0.049 -0.064 0.0781
H -4.363559 -3.169897 1.049898 0.102 0.153 0.014 0.0746
H -3.087338 -0.974787 -0.667690 -0.567 -0.058 -0.108 0.0845
H -4.001652 -0.669117 0.808817 -0.170 -0.197 -0.112 0.1245
H -8.769656 -0.987848 0.283397 0.128 -0.238 -0.087 0.0968
H -8.620109 -2.719694 -0.188944 0.024 0.222 0.109 0.0996
H -9.300384 -1.531969 -1.319540 0.371 0.027 0.010 0.0939
C -14.964720 -1.952950 0.044000 0.143 0.096 0.240 -0.0697
C -14.780121 -1.161718 -1.240751 -0.048 -0.731 0.041 -0.2175
O -14.562298 0.226895 -0.964942 0.946 0.535 0.182 0.0246
C -13.329892 0.550117 -0.505708 0.280 -0.366 0.245 -0.5478
O -12.402025 -0.223765 -0.318255 -1.287 1.125 -0.361 0.0981
O -13.307478 1.885619 -0.261484 -0.167 -1.090 -0.346 -0.0074
C -12.095487 2.343033 0.333138 0.474 0.272 0.219 -0.0523
H -15.765169 -1.518268 0.650243 -0.029 -0.086 -0.180 0.0823
H -15.210295 -2.994812 -0.176653 -0.016 0.113 -0.023 0.0799
H -14.059682 -1.936914 0.656057 -0.026 -0.042 -0.182 0.0728
H -15.695033 -1.225855 -1.837410 0.156 0.360 0.085 0.1227
H -13.964886 -1.566169 -1.853238 -0.032 0.193 0.234 0.1249
H -11.224349 2.048407 -0.260813 -0.195 -0.092 0.177 0.0956
H -12.015042 1.960029 1.355279 0.108 -0.047 -0.218 0.0998
H -12.129289 3.435585 0.374771 -0.271 -0.258 -0.121 0.0947
```
Positions in Å, forces in eV/Å.

Computed properties:
E_HOMO: -10.238 eV

=====

10 unconnected molecules or ions with the total composition C30H64F3N2O29P3 in a non-equilibrium geometry. Source: the OMol25 dataset; level of theory: ωB97M-V/def2-TZVPD.

Geometry as XYZ:
```
131
Properties=species:S:1:pos:R:3:forces:R:3:lowdin_charge:R:1
C -2.721647 1.028426 -2.499129 -0.577 0.414 0.330 0.0403
N -1.282667 1.533726 -2.076189 -1.506 -0.925 0.795 -0.2336
C -0.742077 2.364606 -3.228119 0.035 -0.019 1.290 0.0151
C -1.277727 2.423186 -0.780659 -1.840 -0.227 -0.846 0.0078
C -0.441747 0.261976 -1.822709 1.305 -0.119 0.334 -0.0411
C -0.651687 -0.460324 -0.423939 -1.265 1.278 -1.044 -0.1815
O -1.938157 -1.105034 -0.408549 0.929 1.895 1.463 -0.1086
H -2.905817 -0.003514 -2.797939 1.682 -0.793 0.525 0.0905
H -3.071897 1.450736 -3.440979 0.480 1.011 0.472 0.0689
H -3.430397 1.170326 -1.683259 0.165 0.533 -0.051 0.0806
H 0.184753 2.764116 -2.816439 0.392 -0.304 -0.705 0.0876
H -1.394727 3.228936 -3.350919 -0.325 -0.154 0.073 0.0770
H -0.679557 1.777666 -4.144469 0.566 -0.327 0.167 0.1049
H -1.814367 3.350596 -0.980729 0.283 0.096 -0.578 0.0804
H -0.318237 2.693146 -0.339519 0.252 -0.544 -0.710 0.0965
H -1.917767 1.979426 -0.018079 0.317 -0.605 -0.126 0.0783
H 0.580133 0.633776 -1.897749 0.268 -0.161 0.028 0.1050
H -0.593287 -0.358724 -2.705799 -0.116 -0.356 -0.057 0.1276
H -0.539617 0.325556 0.323001 -0.510 -0.206 0.285 0.0665
H 0.067253 -1.218824 -0.114239 0.692 0.122 -0.902 0.1048
H -1.753297 -1.740204 -1.104239 -1.050 -1.937 -1.532 0.0011
C 4.684103 -3.471864 -2.128809 0.162 0.087 -0.097 -0.0284
N 4.573773 -2.301804 -1.156069 1.859 -2.337 0.950 -0.2840
C 3.134213 -2.365024 -0.622079 1.573 1.503 0.029 0.0361
C 5.594413 -2.521414 0.036611 -1.591 1.779 -0.059 -0.0073
C 4.960293 -0.980954 -1.863609 -0.737 0.124 0.559 -0.0915
C 4.617223 0.317766 -1.116889 -1.202 -0.411 -1.003 -0.2482
O 3.214383 0.506566 -1.089069 1.561 0.363 2.499 -0.1051
H 4.437463 -4.421384 -1.653739 0.352 0.209 0.650 0.0913
H 5.693493 -3.492414 -2.539679 -0.068 0.002 0.016 0.0896
H 3.943023 -3.438844 -2.927439 -0.093 0.985 -0.177 0.1033
H 2.532613 -2.136354 -1.501789 -0.513 -0.076 0.126 0.1136
H 3.184733 -1.555144 0.105691 -0.946 -0.059 0.012 0.0822
H 2.945213 -3.316714 -0.125429 0.174 -0.050 -0.405 0.1050
H 5.270773 -3.128514 0.882061 -0.336 -1.068 -0.872 0.0808
H 5.493633 -1.581144 0.578681 0.552 0.420 -0.256 0.0606
H 6.629303 -2.678404 -0.267459 -0.388 -0.155 -0.355 0.0839
H 4.405583 -1.062064 -2.798389 -0.199 0.455 -0.360 0.1175
H 6.026373 -0.827824 -2.031269 0.302 -1.303 -0.078 0.1221
H 5.052203 1.095166 -1.745019 0.306 0.160 -0.291 0.1138
H 5.135093 0.428706 -0.164209 -0.480 -0.245 0.419 0.1057
H 2.991763 0.382646 -2.014639 -1.523 -0.039 -2.535 -0.0014
C -1.582307 -2.920874 -3.319799 2.446 0.204 -2.090 -1.2324
O -2.004187 -3.045614 -2.209709 -3.629 -0.860 8.303 -0.0470
O -1.902197 -2.103894 -4.125949 -5.567 6.969 -4.381 -0.0036
O -0.607687 -3.476044 -3.746899 6.264 -6.193 -0.713 -0.0014
C 1.827623 -0.432674 -4.356779 -2.185 0.157 -1.537 -1.1791
O 2.435993 0.397966 -3.651419 2.164 3.806 3.149 -0.1465
O 2.092373 -1.592544 -4.409639 5.706 -8.642 2.277 -0.0602
O 0.849923 -0.273464 -5.086619 -4.424 5.477 -2.384 -0.0991
C 0.010553 8.222866 0.609551 0.750 -0.178 -0.889 -0.0626
O 1.168213 7.344586 0.356611 -0.169 0.098 0.181 -0.2298
P 1.203943 6.281186 -0.839109 -2.602 -0.373 0.116 0.4199
O -0.001197 5.380496 -0.860559 2.049 1.268 -0.241 -0.2447
O 1.321483 7.231826 -2.130789 0.806 0.534 1.898 -0.2159
C 0.563943 7.057756 -3.266419 -0.901 -1.374 -1.643 -0.1401
O 2.634233 5.620726 -0.703499 -0.294 0.470 0.064 -0.1905
C 2.894353 4.506216 -1.563169 0.328 -1.630 -1.062 -0.0896
H 0.294513 9.233516 0.316231 0.262 -0.008 0.124 0.0784
H -0.250697 8.222036 1.667781 0.192 -0.376 -0.148 0.0837
H -0.850457 7.984656 -0.014959 0.042 -0.508 0.171 0.0836
H 0.830203 7.798116 -4.020789 0.124 0.020 0.203 0.0893
H -0.516567 7.052476 -3.122939 -0.057 0.356 0.418 0.0869
H 0.773983 6.054916 -3.638279 -0.006 0.023 -0.566 0.0841
H 2.854403 3.554076 -1.034079 -0.228 0.203 0.310 0.0921
H 3.857033 4.502486 -2.074359 0.455 0.852 0.700 0.0908
H 2.258503 4.388646 -2.440649 -0.778 0.399 0.329 0.0798
C 5.859993 -3.672544 4.348581 1.895 0.639 0.735 -0.1823
O 4.458843 -3.521504 4.489031 -0.663 0.373 -0.559 -0.2024
P 3.747443 -2.125584 4.088191 -1.980 -0.952 -0.434 0.4465
O 4.503213 -1.322274 3.133161 0.762 0.238 -0.099 -0.2433
O 3.377763 -1.370394 5.452391 -0.975 -0.837 -0.172 -0.2323
C 4.303593 -0.631044 6.225041 1.380 -0.434 -0.817 -0.1325
O 2.249603 -2.559904 3.514121 3.237 0.420 1.925 -0.2077
C 1.564323 -1.373844 3.113611 -1.745 0.091 -0.913 -0.1364
H 6.347853 -3.447524 5.296981 -0.220 0.103 0.406 0.0692
H 6.377363 -2.996364 3.667991 -0.762 0.279 -0.420 0.0695
H 6.283433 -4.649724 4.116391 -1.248 -0.481 -0.275 0.0761
H 4.082393 0.434906 6.171041 -0.074 -0.147 0.145 0.0896
H 5.269223 -0.838414 5.763911 0.415 0.653 0.090 0.0693
H 4.424503 -1.008364 7.240481 -0.716 0.030 0.062 0.0799
H 0.734423 -1.746984 2.513501 0.149 0.138 -0.303 0.0802
H 2.182913 -0.697634 2.523551 0.022 -0.103 0.061 0.0846
H 1.049823 -0.840264 3.912791 0.519 -0.079 0.424 0.0763
C -1.547217 -7.658824 3.798721 -0.399 -0.376 -0.472 -0.1172
O -1.120187 -6.312184 3.816131 0.436 0.358 -0.108 -0.2228
P -1.585397 -5.060894 2.934621 -1.814 -0.927 -2.255 0.3993
O -3.075117 -5.002244 2.808441 1.303 0.125 0.332 -0.2803
O -0.915937 -3.895244 3.725581 0.393 -0.286 -0.335 -0.2372
C -1.479047 -3.293464 4.922121 0.061 -0.892 -1.380 -0.0574
O -0.829767 -5.144944 1.493241 -0.378 -1.155 2.601 -0.2308
C -1.334457 -4.393874 0.368711 0.009 1.238 -0.319 -0.0790
H -2.472617 -7.880144 3.266971 -0.146 0.697 -0.333 0.0834
H -1.765837 -7.978814 4.817501 0.504 0.054 0.114 0.0800
H -0.783497 -8.264354 3.310701 0.148 -0.064 0.328 0.0849
H -2.418077 -3.758474 5.222251 -0.111 -0.063 -0.251 0.0768
H -1.665537 -2.308974 4.493041 0.210 0.506 1.432 0.0872
H -0.733107 -3.538814 5.678081 -0.064 1.087 0.200 0.0891
H -0.728257 -3.488124 0.384431 -0.606 0.333 -0.186 0.0754
H -2.405947 -4.230414 0.484031 0.185 0.267 0.033 0.0689
H -1.179957 -4.803464 -0.629519 0.259 -0.714 0.349 0.0863
C -3.458897 1.376216 4.902171 -0.530 0.324 -1.558 -0.0683
C -3.717007 2.222396 3.653001 1.573 0.368 1.257 -0.3215
O -2.555297 2.059236 2.889211 -0.057 -0.397 -1.185 0.1513
C -1.954937 0.939126 3.258941 3.531 -2.605 -2.434 -0.4816
O -0.958797 0.433986 2.684061 -3.989 2.026 2.824 0.1149
O -2.645357 0.396516 4.287621 0.604 -1.866 0.750 0.0481
F -3.579117 3.475586 4.060271 -1.377 2.713 0.309 0.0771
H -4.456547 1.122176 5.260301 0.447 -1.163 0.285 0.1322
H -2.864907 1.867106 5.673081 -0.251 0.373 -0.144 0.1373
H -4.629227 2.016656 3.092981 0.060 0.197 -0.087 0.1809
C -4.816557 4.381006 -6.138819 0.227 0.596 2.116 0.0005
C -4.429347 3.161506 -5.282029 -3.137 -2.000 -3.359 -0.4312
O -4.140177 3.494496 -4.030479 0.378 0.800 1.116 0.1629
C -3.993377 4.820886 -4.001869 -1.870 1.542 1.706 -0.5505
O -3.844017 5.424716 -2.981799 0.882 0.068 -0.739 0.1629
O -4.390497 5.385256 -5.164219 0.431 0.681 -1.126 0.0598
F -3.392457 2.596436 -5.844299 2.579 -1.254 -1.149 0.1216
H -5.883307 4.499376 -6.328869 -0.064 -0.056 0.420 0.1266
H -4.332437 4.443406 -7.113409 0.593 0.034 0.447 0.1353
H -5.241977 2.436846 -5.332899 -0.075 -0.242 0.530 0.1738
C -5.385737 -2.318894 0.943321 2.375 0.836 -0.439 0.0047
C -5.014747 -2.678854 -0.490219 0.745 0.130 3.395 -0.3777
O -5.736527 -1.774004 -1.206049 -0.476 -0.102 -2.572 0.1781
C -5.770367 -0.652354 -0.512179 -1.006 2.737 -3.704 -0.6393
O -5.982887 0.429006 -1.034519 0.104 -1.101 1.108 0.1110
O -5.552237 -0.879754 0.716721 -0.404 -0.526 4.651 0.1015
F -5.500687 -3.894034 -0.615029 -0.078 -2.251 -1.658 0.1075
H -4.489637 -2.418554 1.555831 -0.260 0.004 0.277 0.1298
H -6.155187 -3.001014 1.304941 -0.818 1.065 0.118 0.1387
H -3.937627 -2.523724 -0.552219 0.190 -0.763 -1.337 0.1489
```
Positions in Å, forces in eV/Å.

Computed properties:
E_HOMO: 1.970 eV
net charge: -2

=====

Which orbital gap belongs to each record? In order, 10.5, 1.3 eV.